# 1
Computed, not measured: a structure of composition C21H36N6OPRu, with ωB97M-V with the def2-TZVPD basis set.

Geometry as ORCA input:
```
! RIJCOSX wB97M-V def2-TZVPD def2/J DEFGRID3
* xyz 2 2
Ru 0.247 -0.354 -0.044
O 0.733 -0.733 2.022
C 1.921 -0.074 2.516
C 2.769 0.389 1.364
C 4.060 0.830 1.593
C 4.807 1.305 0.528
C 4.243 1.323 -0.742
C 2.957 0.859 -0.898
N 2.226 0.397 0.134
H 0.032 -0.648 2.679
H 2.476 -0.777 3.137
H 1.635 0.784 3.129
H 4.472 0.803 2.593
H 5.817 1.657 0.686
H 4.792 1.688 -1.597
H 2.472 0.845 -1.865
C -3.241 -4.069 1.291
N -3.895 -2.821 0.900
C -4.414 -2.958 -0.463
N -3.387 -3.342 -1.434
C -2.741 -4.575 -0.984
N -2.181 -4.470 0.365
C -1.042 -3.576 0.417
P -1.556 -1.856 -0.087
C -3.018 -1.673 1.038
C -2.428 -2.273 -1.664
H -3.994 -4.857 1.306
H -2.829 -3.968 2.296
H -4.876 -2.020 -0.773
H -5.181 -3.733 -0.456
H -1.951 -4.850 -1.686
H -3.488 -5.369 -0.980
H -0.255 -3.936 -0.249
H -0.632 -3.545 1.429
H -3.555 -0.757 0.784
H -2.678 -1.586 2.074
H -1.695 -2.578 -2.415
H -2.942 -1.389 -2.048
C -2.858 1.584 -0.701
C -1.562 2.206 -0.187
C -1.879 3.469 0.622
C -0.765 1.255 0.688
H -3.366 2.248 -1.403
H -3.545 1.418 0.132
H -2.699 0.623 -1.196
H -0.925 2.530 -1.020
H -2.478 3.221 1.501
H -2.450 4.176 0.019
H -0.971 3.970 0.957
H -1.399 0.888 1.506
H 0.076 1.795 1.144
C -1.069 1.140 -5.279
C -0.400 0.362 -4.201
C 0.451 -0.725 -4.249
C 0.748 -1.042 -2.920
N 0.122 -0.192 -2.100
N -0.577 0.644 -2.897
C 1.572 -2.161 -2.377
H -0.544 0.999 -6.220
H -1.084 2.206 -5.051
H -2.098 0.805 -5.414
H 0.811 -1.223 -5.133
H -1.106 1.400 -2.495
H 2.398 -2.396 -3.046
H 0.975 -3.069 -2.271
H 2.004 -1.916 -1.401
*
```

Results
- LUMO level (spin up / spin down) (eV) = -6.27 / -7.47
- frontier orbital gap (spin up / spin down) (Eh) = 0.277 / 0.232
- HOMO (spin up / spin down) (eV) = -13.8071 / -13.7694
- ⟨S²⟩ = 0.757

***

# 2
Computed, not measured: an isolated molecule of C6H12FP, with ωB97M-V with the def2-TZVPD basis set.

Geometry as ORCA input:
```
! RIJCOSX wB97M-V def2-TZVPD def2/J DEFGRID3
* xyz 0 1
C -2.476 2.510 1.274
C -1.252 2.441 1.343
C 0.274 2.051 1.389
P 0.582 0.777 -0.051
C 0.684 -0.437 -1.525
C -0.132 -1.746 -1.174
C 0.442 -2.434 0.156
F -0.159 -2.686 -2.263
H -3.536 2.331 0.947
H 0.549 1.604 2.404
H 0.880 3.005 1.226
H -0.818 0.411 0.088
H 0.962 1.900 -0.872
H 1.617 0.115 0.680
H 1.768 -0.624 -1.787
H 0.167 0.070 -2.405
H -1.217 -1.494 -0.924
H 0.146 -3.523 0.172
H 1.558 -2.274 0.261
H -0.052 -1.962 1.070
*
```

Results
- LUMO level (eV) = 0.89
- frontier orbital gap (Eh) = 0.355
- SMILES = C#CC[PH3]C[C@H](C)F
- HOMO (eV) = -8.7763

***

# 3
Computed, not measured: an isolated molecule of C8H7O3PS, with ωB97M-V with the def2-TZVPD basis set.

Geometry as ORCA input:
```
! RIJCOSX wB97M-V def2-TZVPD def2/J DEFGRID3
* xyz 0 1
C 1.588 -1.759 0.053
C 0.316 -2.327 0.199
C 1.756 -0.435 -0.240
C -0.518 -0.083 0.163
C -0.750 -1.390 0.395
C 0.769 0.452 -0.026
C -2.747 1.083 0.123
C 2.107 2.317 -0.391
O -2.026 -1.795 0.627
O -2.958 -1.647 -0.426
O 0.890 1.761 0.092
P -3.769 -0.295 -0.328
S -2.849 2.627 0.349
H 2.450 -2.468 -0.081
H -0.047 -3.332 0.241
H 2.773 0.067 -0.462
H 1.980 3.390 -0.428
H 2.526 1.803 -1.280
H 2.872 2.334 0.320
H -4.362 -0.304 1.100
*
```

Results
- LUMO level (spin up / spin down) (eV) = -0.83 / -0.70
- frontier orbital gap (spin up / spin down) (Eh) = 0.255 / 0.279
- HOMO (spin up / spin down) (eV) = -7.7720 / -8.3034

***

# 4
Computed, not measured: a cluster of 3 separate species, C24H26ClIO10S3 in total, with ωB97M-V with the def2-TZVPD basis set.

Geometry as ORCA input:
```
! RIJCOSX wB97M-V def2-TZVPD def2/J DEFGRID3
* xyz 0 1
C -1.440 -8.007 4.719
C -1.172 -7.177 3.370
C -2.073 -5.862 3.195
Cl -2.026 -4.980 4.841
C -1.437 -4.796 2.150
C -0.116 -5.093 1.353
C 0.553 -4.085 0.377
C -0.158 -2.720 0.190
C -1.500 -2.367 0.938
C -2.136 -3.401 1.906
S -3.723 -2.892 2.726
C -2.110 -0.897 0.655
O -3.333 -0.672 0.471
C -0.999 0.272 0.587
C -1.162 1.668 1.223
C 0.051 2.657 1.089
C 1.376 2.321 0.368
C 2.648 3.279 0.247
I 2.245 5.385 0.610
C 3.776 2.726 1.293
C 3.590 3.376 2.767
C 1.532 0.891 -0.286
C 0.342 -0.080 -0.151
C 0.464 -1.571 -0.760
O 0.970 -1.799 -1.885
H -0.509 -7.964 5.402
H -1.587 -9.122 4.446
H -2.372 -7.702 5.298
H -0.074 -6.819 3.421
H -1.326 -7.847 2.440
H -3.138 -6.110 2.864
H 0.419 -6.097 1.519
H 1.535 -4.313 -0.177
H -4.496 -4.062 2.635
H -2.103 1.961 1.796
H -0.034 3.688 1.571
H 3.105 3.139 -0.790
H 4.841 2.995 0.938
H 3.740 1.592 1.417
H 4.000 2.637 3.559
H 4.190 4.353 2.893
H 2.477 3.501 2.988
H 2.510 0.635 -0.807
C -4.398 1.959 -1.097
C -3.599 1.303 -2.212
O -4.428 1.403 -3.371
S -5.306 2.765 -3.278
O -4.646 3.778 -4.047
O -6.685 2.428 -3.459
O -5.049 3.076 -1.706
H -5.167 1.284 -0.712
H -3.763 2.290 -0.275
H -3.362 0.262 -1.997
H -2.674 1.853 -2.410
C 4.037 4.939 -5.360
C 2.881 4.188 -4.718
O 3.496 3.176 -3.920
S 4.915 3.731 -3.362
O 4.713 4.220 -2.029
O 5.934 2.783 -3.694
O 5.049 5.007 -4.354
H 4.442 4.388 -6.213
H 3.751 5.942 -5.680
H 2.213 3.744 -5.456
H 2.307 4.840 -4.054
*
```

Results
- LUMO level (eV) = -1.40
- frontier orbital gap (Eh) = 0.278
- SMILES = CC[C@@H](Cl)c1ccc2c(c1S)C(=O)c1ccc([C@@H](I)CC)cc1C2=O.O=S1(=O)OCCO1.O=S1(=O)OCCO1
- HOMO (eV) = -8.9667

***

# 5
Computed, not measured: a cluster of 12 separate species, H24O12 in total, with ωB97M-V with the def2-TZVPD basis set.

Geometry as ORCA input:
```
! RIJCOSX wB97M-V def2-TZVPD def2/J DEFGRID3
* xyz 0 1
H -0.582 -0.410 -0.023
H -0.629 -0.709 1.557
H 0.701 1.773 1.988
H 0.719 3.097 1.201
H -2.388 -2.872 -2.004
H -2.647 -4.290 -1.584
H -2.180 1.950 -1.114
H -2.096 0.547 -1.217
H 0.146 -2.027 -2.577
H -0.368 -1.380 -3.746
H 1.735 -2.594 2.650
H 1.177 -3.354 1.441
H -0.101 -0.132 -4.756
H 0.848 0.762 -4.107
H 1.204 -1.486 -1.103
H 1.989 -0.933 -0.065
H -1.117 3.554 -0.395
H -1.277 4.988 -1.058
H 2.797 1.355 1.018
H 2.440 2.568 0.252
H -3.311 -1.080 2.947
H -2.368 -2.124 2.822
H 2.087 2.802 3.805
H 2.002 1.242 4.030
O -0.603 0.004 0.927
O 1.269 2.399 1.596
O -2.844 -3.692 -2.276
O -1.771 1.278 -0.699
O 0.145 -2.203 -3.492
O 1.587 -3.449 2.236
O 0.609 -0.190 -4.195
O 1.905 -1.733 -0.601
O -1.304 4.083 -1.258
O 2.281 1.648 0.170
O -2.575 -1.368 3.383
O 2.520 1.977 4.249
*
```

Results
- LUMO level (eV) = -0.66
- frontier orbital gap (Eh) = 0.303
- SMILES = O.O.O.O.O.O.O.O.O.O.O.O
- HOMO (eV) = -8.9056

***

# 6
Computed, not measured: a structure of composition C37H71NO2P2SSi3Ti, with ωB97M-V with the def2-TZVPD basis set.

Geometry as ORCA input:
```
! RIJCOSX wB97M-V def2-TZVPD def2/J DEFGRID3
* xyz -1 2
Ti -0.899 0.359 -1.107
C 4.984 -2.249 4.139
C 4.581 -1.124 3.189
C 3.916 0.009 3.966
P 3.486 -1.635 1.736
C 4.541 -3.076 1.118
C 5.764 -2.487 0.414
C 3.713 -3.881 0.114
C 2.114 -2.531 2.550
C 2.104 -3.878 2.891
C 0.978 -4.480 3.434
C -0.158 -3.716 3.661
C -0.178 -2.370 3.354
C 0.946 -1.731 2.788
N 0.943 -0.400 2.468
C 0.521 0.487 3.384
C 0.455 0.158 4.772
C 0.326 1.122 5.741
C 0.209 2.467 5.400
C 0.132 2.805 4.059
C 0.228 1.860 3.040
P -0.263 2.207 1.314
C 1.093 3.373 0.713
C 1.337 4.722 1.388
C 2.376 2.541 0.803
C -1.827 3.255 1.605
C -1.783 4.742 1.960
C -2.720 2.495 2.594
H 5.447 -1.828 5.037
H 5.703 -2.930 3.681
H 4.106 -2.819 4.448
H 5.479 -0.712 2.716
H 3.069 -0.363 4.543
H 3.539 0.784 3.299
H 4.620 0.470 4.666
H 4.872 -3.735 1.925
H 5.439 -1.834 -0.401
H 6.392 -3.277 -0.009
H 6.379 -1.892 1.093
H 3.080 -3.207 -0.466
H 3.059 -4.597 0.610
H 4.356 -4.432 -0.580
H 2.998 -4.478 2.753
H 0.993 -5.533 3.691
H -1.034 -4.179 4.103
H -1.069 -1.783 3.542
H 0.568 -0.878 5.068
H 0.327 0.837 6.788
H 0.142 3.230 6.166
H -0.035 3.846 3.818
H 0.852 3.551 -0.342
H 1.370 4.623 2.474
H 0.593 5.469 1.123
H 2.312 5.099 1.062
H 2.720 2.524 1.840
H 3.174 2.962 0.184
H 2.214 1.505 0.513
H -2.300 3.196 0.627
H -1.169 4.961 2.831
H -2.803 5.072 2.188
H -1.427 5.344 1.124
H -2.349 2.593 3.612
H -2.749 1.430 2.353
H -3.743 2.886 2.564
C -0.051 -2.849 -0.994
O 0.216 -1.598 -1.634
Si 0.214 -1.420 -3.313
C 2.012 -1.478 -3.934
C -0.418 -3.011 -4.145
C -0.809 0.128 -3.424
Si 0.265 1.589 -3.835
C 1.631 1.659 -2.501
C -0.521 3.321 -3.884
C 1.078 1.498 -5.560
Si -2.373 -0.162 -4.397
C -3.590 1.264 -4.801
C -3.425 -1.466 -3.481
C -1.979 -0.801 -6.159
H -0.892 -3.353 -1.478
H -0.305 -2.659 0.042
H 0.829 -3.496 -1.042
H 2.403 -2.492 -3.838
H 2.694 -0.805 -3.417
H 2.033 -1.218 -4.995
H 0.054 -3.884 -3.689
H -0.130 -2.993 -5.198
H -1.501 -3.135 -4.095
H 1.892 2.682 -2.230
H 2.546 1.159 -2.818
H 1.281 1.148 -1.593
H -0.739 3.689 -2.882
H -1.448 3.329 -4.462
H 0.168 4.020 -4.365
H 1.329 0.471 -5.825
H 1.992 2.095 -5.617
H 0.383 1.868 -6.319
H -3.103 2.241 -4.785
H -4.412 1.293 -4.086
H -4.016 1.126 -5.798
H -4.376 -1.047 -3.143
H -2.881 -1.791 -2.592
H -3.651 -2.347 -4.087
H -1.916 0.033 -6.863
H -2.746 -1.488 -6.526
H -1.021 -1.323 -6.184
C -2.100 -0.671 -0.059
H -2.959 -1.287 -0.350
H -1.949 -0.708 1.028
C -3.672 3.615 -1.875
S -3.005 1.862 -1.699
C -4.178 1.568 -0.319
O -1.615 2.235 -1.191
H -3.492 4.165 -0.955
H -4.734 3.558 -2.112
H -3.123 4.064 -2.700
H -3.671 0.863 0.333
H -5.047 1.094 -0.778
H -4.462 2.487 0.187
*
```

Results
- LUMO level (spin up / spin down) (eV) = 2.11 / 2.09
- frontier orbital gap (spin up / spin down) (Eh) = 0.201 / 0.201
- HOMO (spin up / spin down) (eV) = -3.3699 / -3.3760
- ⟨S²⟩ = 0.789

***

# 7
Computed, not measured: a structure of composition C36H39AsBaCl3N6O3PS, with ωB97M-V with the def2-TZVPD basis set.

Geometry as ORCA input:
```
! RIJCOSX wB97M-V def2-TZVPD def2/J DEFGRID3
* xyz 0 1
Ba 0.580 -0.861 1.468
N -0.143 4.017 0.953
C -0.254 2.747 1.404
S 1.118 2.134 2.268
N -1.443 2.213 1.150
N -1.627 0.939 1.549
C -2.828 0.472 1.428
C -3.958 1.267 0.855
C -4.662 0.758 -0.234
C -5.682 1.490 -0.827
C -6.019 2.737 -0.322
C -5.336 3.242 0.779
C -4.310 2.515 1.361
C -3.109 -0.902 1.902
C -4.418 -1.291 2.194
C -4.655 -2.556 2.697
C -3.594 -3.418 2.907
C -2.327 -2.962 2.591
N -2.085 -1.747 2.100
H 0.760 4.450 0.978
H -0.855 4.364 0.327
H -4.410 -0.225 -0.620
H -6.211 1.086 -1.680
H -6.814 3.311 -0.781
H -5.599 4.213 1.179
H -3.760 2.921 2.198
H -5.237 -0.605 2.037
H -5.667 -2.865 2.928
H -3.740 -4.416 3.293
H -1.460 -3.601 2.712
N -1.530 0.707 -1.833
C -1.139 2.018 -2.022
C -2.130 3.000 -2.155
C -1.793 4.309 -2.428
C -0.457 4.673 -2.595
C 0.523 3.713 -2.436
C 0.210 2.387 -2.125
P 1.483 1.206 -1.550
C 1.689 -0.027 -2.889
C 2.753 -0.929 -2.786
C 2.880 -1.980 -3.678
C 1.936 -2.155 -4.685
C 0.888 -1.259 -4.802
C 0.770 -0.194 -3.917
C 3.029 2.176 -1.689
C 3.726 2.333 -2.887
C 4.882 3.097 -2.929
C 5.349 3.718 -1.776
C 4.660 3.568 -0.582
C 3.507 2.794 -0.536
H -2.407 0.582 -1.356
H -0.849 -0.012 -1.624
H -3.167 2.712 -2.024
H -2.577 5.051 -2.522
H -0.188 5.693 -2.835
H 1.562 4.002 -2.530
H 3.496 -0.789 -2.005
H 3.715 -2.664 -3.591
H 2.023 -2.985 -5.374
H 0.151 -1.387 -5.585
H -0.052 0.504 -4.023
H 3.362 1.852 -3.787
H 5.418 3.213 -3.862
H 6.251 4.316 -1.811
H 5.021 4.050 0.318
H 2.961 2.671 0.394
Cl -2.674 -4.721 -0.606
C -1.598 -3.662 -1.545
Cl -0.743 -4.621 -2.775
Cl -2.567 -2.414 -2.336
C -0.491 -3.038 -0.617
O -0.043 -3.765 0.280
O -0.155 -1.862 -0.896
C 2.054 -4.512 3.616
As 2.377 -2.743 4.286
C 4.065 -2.153 3.603
C 2.532 -2.839 6.193
O 1.178 -1.717 3.831
H 2.974 -5.094 3.588
H 1.647 -4.413 2.610
H 1.325 -5.008 4.255
H 4.889 -2.724 4.029
H 4.165 -1.100 3.865
H 4.047 -2.261 2.519
H 3.329 -3.525 6.477
H 1.585 -3.178 6.607
H 2.752 -1.838 6.561
N 2.811 -2.877 0.287
H 1.899 -3.335 0.202
H 3.496 -3.624 0.275
H 2.930 -2.366 -0.584
*
```

Results
- LUMO level (eV) = -0.06
- frontier orbital gap (Eh) = 0.257
- HOMO (eV) = -7.0567

***

# 8
Computed, not measured: a structure of composition C38H37N2O2SSi2TcTe, with ωB97M-V with the def2-TZVPD basis set.

Geometry as ORCA input:
```
! RIJCOSX wB97M-V def2-TZVPD def2/J DEFGRID3
* xyz 0 1
Tc -0.776 0.290 -0.001
C -4.222 0.880 -0.479
O -2.903 1.362 -0.764
C -2.728 1.934 -1.992
C -3.777 2.235 -2.857
C -3.506 2.846 -4.069
C -2.201 3.172 -4.427
C -1.166 2.877 -3.564
C -1.425 2.245 -2.358
N -0.391 1.903 -1.399
N 0.678 2.504 -1.605
C 1.701 2.471 -0.629
C 1.461 2.375 0.723
O 0.212 2.081 1.136
C 2.465 2.671 1.671
C 3.711 3.009 1.249
C 4.025 3.083 -0.137
C 5.322 3.437 -0.582
C 5.600 3.536 -1.914
C 4.586 3.271 -2.864
C 3.329 2.917 -2.464
C 3.015 2.820 -1.085
H -4.506 0.123 -1.211
H -4.928 1.710 -0.482
H -4.172 0.443 0.505
H -4.793 1.977 -2.603
H -4.324 3.060 -4.744
H -1.995 3.648 -5.376
H -0.142 3.115 -3.814
H 2.221 2.601 2.724
H 4.487 3.231 1.974
H 6.091 3.629 0.158
H 6.592 3.814 -2.246
H 4.811 3.345 -3.921
H 2.562 2.696 -3.193
C -2.403 -3.045 1.569
Si -1.881 -1.244 1.657
C -3.476 -0.565 2.489
C -0.764 -1.100 3.196
C -0.348 -2.093 4.083
C 0.390 -1.765 5.219
C 0.687 -0.437 5.513
C 0.260 0.567 4.651
C -0.433 0.234 3.482
Si -0.990 1.407 2.158
C 1.835 -0.444 1.472
C -1.822 2.858 2.926
H -2.805 -3.284 2.560
H -1.613 -3.761 1.333
H -3.213 -3.182 0.847
H -3.456 -0.921 3.524
H -4.392 -0.957 2.029
H -3.563 0.528 2.520
H -0.592 -3.135 3.891
H 0.725 -2.549 5.889
H 1.252 -0.189 6.405
H 0.490 1.603 4.888
H 1.647 0.374 2.151
H 2.816 -0.312 1.001
H 1.895 -1.359 2.075
H -1.118 3.274 3.654
H -2.727 2.565 3.465
H -2.072 3.633 2.198
Te -1.451 -1.025 -2.280
C -1.284 -3.104 -2.514
C -1.761 -4.162 -1.794
C -1.470 -5.428 -2.389
C -0.781 -5.309 -3.559
S -0.487 -3.668 -3.928
H -2.305 -4.043 -0.873
H -1.767 -6.379 -1.963
H -0.440 -6.093 -4.221
C 0.808 -0.677 0.392
C 1.307 -1.848 -0.402
C 1.062 -3.149 0.015
C 1.623 -4.227 -0.664
C 2.438 -4.012 -1.762
C 2.703 -2.707 -2.172
C 2.150 -1.635 -1.492
H 0.439 -3.315 0.885
H 1.409 -5.237 -0.336
H 2.863 -4.852 -2.299
H 3.338 -2.527 -3.031
H 2.358 -0.618 -1.813
*
```

Results
- LUMO level (eV) = -1.13
- frontier orbital gap (Eh) = 0.203
- HOMO (eV) = -6.6476

***

Molecular weight for the records above, in order: 520.604, 134.134, 214.182, 733.020, 216.180, 788.120, 985.397, 867.565 g/mol
Total energy for the records above, in order: -45205.94694, -18417.74116, -34667.45071, -98902.20349, -24953.54179, -121269.35803, -172276.89202, -83163.06149 eV